Record 1
Here is a molecular structure, C35H39GeN6O5RhS3 at a distorted geometry from the OMol25 dataset. Energies are from the ωB97M-V functional and the def2-TZVPD basis.

Computed properties:
Net charge: +1
Orbital gap (alpha / beta), hartree: 0.1374 / 0.1339
2S+1: 2
E_HOMO (alpha / beta), eV: -8.668 / -8.664
Relative energy (zero: lowest compared OMol25 entry of this formula, charge and spin), kcal/mol: 129.0

```
90
Properties=species:S:1:pos:R:3:forces:R:3
Rh 1.243 -0.986 -0.148 0.1 -1.8 1.4
Ge 0.781 1.627 -2.677 0.1 -1.0 -0.2
S -2.120 -1.955 4.453 -0.1 -1.0 -0.3
S 1.256 -5.427 1.628 0.1 -0.3 0.0
S 1.687 -3.282 -0.483 -0.6 -0.2 -0.6
O -0.905 -1.930 3.674 0.2 -0.4 0.2
O -2.473 2.134 3.065 0.0 0.2 0.1
O 0.428 -0.142 -2.121 0.6 0.6 0.8
O -4.282 0.952 2.941 -0.1 0.2 0.1
O -2.632 -0.679 4.858 -0.5 0.2 0.5
N -0.869 -0.786 0.694 0.2 0.0 -0.2
N 1.613 -1.664 1.846 -0.1 2.5 -2.4
N 1.526 -2.921 2.165 -0.2 -1.8 1.3
N -2.777 -1.125 1.752 0.0 0.4 -0.4
N 2.173 0.642 0.822 0.0 1.1 0.3
N -3.093 1.139 2.751 -0.2 0.1 -0.2
C 1.870 3.086 0.666 1.7 -1.6 2.3
C 1.388 -6.272 0.027 0.0 0.3 0.2
C -0.009 4.696 0.291 1.0 -0.3 -0.9
C -1.188 0.351 1.352 -0.9 0.1 0.6
C -3.400 -2.795 3.427 0.6 0.4 0.5
C 4.712 2.571 -4.041 0.1 0.1 -0.1
C -1.824 -1.665 0.962 0.0 0.1 -0.3
C 4.851 0.419 -2.992 0.1 -0.1 0.0
C 1.501 -3.772 1.179 0.2 1.0 -0.4
C -1.861 -3.044 0.431 0.0 0.0 0.1
C 1.712 0.610 2.125 0.0 1.7 -0.2
C 2.749 1.595 -3.046 -1.0 0.1 0.1
C 0.272 -1.162 -3.095 -0.1 -0.3 -0.3
C -1.969 3.343 0.029 0.4 0.4 0.4
C -1.495 2.283 -4.509 0.0 0.0 0.2
C 1.346 1.841 2.751 0.2 -1.1 -0.1
C -1.148 -2.369 6.975 0.0 0.2 0.0
C -1.288 2.504 -0.856 0.4 -0.4 -0.5
C 1.320 2.989 2.051 0.5 0.1 -0.7
C 1.597 -0.662 2.697 -0.1 -1.5 -0.3
C -1.895 -3.079 5.866 -0.1 0.5 -0.5
C 2.377 1.764 0.207 0.4 1.2 0.9
C -1.575 1.640 -6.822 0.0 0.0 0.0
C -1.320 4.474 0.552 -0.4 -0.1 0.0
C 3.505 0.485 -2.683 -0.3 -0.4 0.2
C 3.365 2.637 -3.731 -0.3 0.0 0.1
C -3.886 -1.833 2.354 -0.5 -0.1 0.3
C 0.368 1.158 -5.511 0.3 0.0 0.1
C -0.301 1.104 -6.720 0.0 0.0 -0.1
C 0.844 3.700 -0.415 -2.7 1.0 -1.8
C -2.371 0.164 2.025 1.0 -0.2 -0.7
C -0.229 1.729 -4.393 0.6 0.3 0.9
C 0.047 2.649 -1.124 0.3 0.8 -0.6
C -2.166 2.237 -5.721 -0.1 0.0 0.0
C 5.458 1.463 -3.672 0.0 0.0 0.0
H -1.889 5.185 1.133 0.0 0.0 0.1
H 0.917 3.883 2.501 0.0 0.1 0.1
H -1.722 -1.511 7.322 0.0 0.0 0.1
H -4.216 -3.073 4.084 -0.1 -0.1 0.1
H 5.430 -0.447 -2.707 0.0 -0.1 0.0
H -1.953 2.755 -3.651 -0.1 0.1 0.0
H 2.977 1.745 -0.695 -0.3 -0.2 -0.1
H 3.036 -0.335 -2.128 0.2 0.2 -0.2
H 0.172 0.653 -7.580 0.0 0.0 0.0
H 0.566 -5.972 -0.617 0.1 0.0 -0.1
H 1.231 -1.428 -3.549 0.0 0.0 0.0
H -0.611 1.251 1.305 0.0 0.0 0.1
H -0.413 -0.847 -3.886 0.0 0.0 0.1
H 1.373 0.764 -5.432 0.1 -0.1 -0.1
H -3.153 2.667 -5.807 -0.1 0.0 0.0
H -2.869 -3.307 0.116 -0.1 -0.1 -0.1
H -0.981 -3.047 7.810 0.0 0.0 -0.1
H -2.887 -3.392 6.182 -0.1 -0.1 0.0
H -4.546 -1.084 2.800 0.2 -0.3 -0.2
H 0.984 1.800 3.765 -0.1 0.1 0.2
H 1.336 -7.337 0.229 0.0 -0.1 0.1
H -0.186 -2.019 6.607 0.1 0.0 0.1
H -4.435 -2.366 1.571 0.1 0.0 0.2
H -0.135 -2.045 -2.597 0.0 0.1 0.0
H 6.507 1.400 -3.912 0.1 0.1 -0.1
H 2.703 3.803 0.672 -0.4 0.2 -0.3
H 0.494 5.578 0.658 0.0 0.2 0.1
H -1.831 1.717 -1.364 -0.1 -0.1 0.0
H 5.173 3.383 -4.580 0.1 0.1 -0.1
H 2.782 3.501 -4.026 0.0 0.1 -0.1
H 1.484 4.208 -1.152 0.2 -0.2 0.4
H -1.336 -3.923 5.468 0.0 -0.1 -0.1
H -2.098 1.607 -7.766 -0.1 0.0 -0.1
H -1.178 -3.110 -0.416 0.0 0.0 0.1
H -1.536 -3.752 1.193 0.1 -0.1 0.0
H -2.916 -3.677 3.020 0.0 -0.2 0.0
H 1.479 -0.830 3.760 -0.1 -0.1 0.0
H -3.011 3.179 0.240 -0.2 -0.1 0.1
H 2.342 -6.018 -0.425 0.0 -0.1 -0.1
```
Positions in Å, forces in eV/Å.


Record 2
Here is a molecular structure, C35H39HfN6O8SSi at a distorted geometry from the OMol25 dataset. Energies are from the ωB97M-V functional and the def2-TZVPD basis.

Computed properties:
Net charge: +1
Orbital gap, hartree: 0.2318
E_HOMO, eV: -11.150
Relative energy (zero: lowest compared OMol25 entry of this formula, charge and spin), kcal/mol: 1.9

```
91
Properties=species:S:1:pos:R:3:forces:R:3
Hf -20.550 -8.160 -2.722 0.2 0.9 0.8
S -18.582 -6.878 -2.114 -0.5 -0.9 0.2
Si -17.722 -5.250 -3.221 0.0 -0.5 -1.1
O -24.338 -4.906 -3.959 -0.2 0.4 0.2
O -25.956 -6.953 -5.411 1.0 0.3 0.0
O -21.750 -8.819 -4.238 -0.4 0.2 -0.1
O -21.744 -6.468 -3.084 -0.3 -0.7 -0.3
O -17.622 -5.798 -4.766 -0.1 0.1 0.1
O -24.192 -9.249 -5.988 0.0 0.4 -0.1
O -18.757 -4.018 -3.176 0.2 -0.5 -0.7
O -16.274 -5.019 -2.528 -0.5 0.0 0.2
N -18.584 -11.617 -5.787 0.6 -0.4 -0.9
N -19.407 -9.637 -4.021 0.6 -2.1 -1.1
N -17.390 -15.770 1.466 1.7 -0.4 0.0
N -20.232 -10.180 -1.592 -0.8 0.4 1.4
N -21.521 -8.146 -0.551 0.9 0.4 -1.8
N -22.429 -7.969 1.946 -0.6 -0.2 0.5
C -14.970 -5.555 -2.801 1.5 1.6 0.3
C -17.560 -4.013 -6.400 -0.8 -0.7 0.6
C -19.811 -11.262 0.536 -1.3 -0.4 0.6
C -16.757 -14.590 1.469 -0.7 0.0 0.0
C -18.988 -9.336 -5.264 -0.2 -1.0 0.5
C -17.544 -6.445 -7.052 1.2 0.8 0.8
C -17.390 -13.434 0.990 0.9 1.3 -0.2
C -14.508 -4.856 -4.074 -2.8 0.1 -0.4
C -21.614 -8.975 1.601 -1.1 0.9 0.1
C -19.680 -5.513 -6.013 0.3 1.2 -1.5
C -15.007 -7.053 -2.967 2.3 -1.0 1.6
C -18.708 -13.570 0.526 1.0 -0.5 -0.1
C -18.915 -11.941 -4.560 -1.5 1.7 0.9
C -19.428 -10.975 -3.682 1.2 1.3 -0.1
C -18.501 -3.592 -0.839 -1.0 1.8 1.4
C -20.567 -2.917 -2.077 0.2 -0.4 0.8
C -20.353 -10.263 -0.227 -0.4 2.3 -1.2
C -19.285 -12.340 -1.544 -0.6 0.0 0.7
C -18.404 -1.773 -2.632 0.6 -0.3 0.7
C -18.601 -10.351 -6.161 -0.1 0.7 0.5
C -21.123 -9.060 0.330 0.4 -1.6 -0.3
C -24.778 -7.002 -5.166 -1.7 -0.1 0.1
C -19.260 -14.848 0.446 -1.1 1.3 0.2
C -22.340 -7.164 -0.241 -1.1 0.5 0.4
C -22.734 -6.767 -3.924 -1.2 0.4 -0.2
C -19.730 -11.206 -2.248 1.2 -1.2 0.3
C -19.034 -3.059 -2.168 -0.6 0.2 1.0
C -22.766 -7.992 -4.528 0.9 0.1 0.3
C -13.990 -5.015 -1.695 0.4 -0.5 -1.1
C -18.562 -15.935 0.888 -0.1 -0.7 0.9
C -23.998 -6.002 -4.278 1.2 -0.6 -0.2
C -19.376 -12.422 -0.122 1.0 1.1 -1.4
C -18.157 -5.400 -6.091 1.1 -0.6 1.2
C -23.917 -8.239 -5.393 0.3 -0.5 0.3
C -22.870 -7.094 1.059 2.0 -1.3 -0.4
H -18.290 -10.112 -7.182 -0.1 -0.1 0.4
H -15.733 -14.581 1.881 -0.7 0.1 -0.2
H -15.657 -7.297 -3.748 -1.2 -0.5 -1.2
H -17.455 -3.726 -0.853 1.2 -0.9 -0.4
H -12.968 -5.483 -1.796 -1.2 0.0 0.4
H -18.546 -2.807 -0.037 -0.5 -0.4 -0.7
H -15.261 -7.647 -2.050 0.0 0.8 -0.7
H -21.570 -9.752 2.326 0.7 -0.4 0.6
H -20.311 -14.886 0.231 -0.3 -0.4 -0.6
H -20.932 -2.444 -3.004 -0.2 -0.1 0.7
H -17.766 -3.807 -7.438 0.3 0.1 -0.6
H -16.822 -12.428 0.917 -1.1 -1.8 0.3
H -19.075 -4.450 -0.454 0.4 0.1 -0.4
H -20.942 -3.946 -1.982 -0.2 0.2 -0.4
H -16.463 -4.122 -6.184 -1.1 0.7 -0.2
H -17.952 -6.303 -8.024 -0.9 -0.6 -0.8
H -18.987 -8.300 -5.531 0.0 0.4 -0.1
H -15.140 -5.248 -4.913 0.7 0.5 0.4
H -20.010 -6.536 -6.078 -0.2 -0.5 -0.3
H -14.690 -3.772 -3.927 0.1 -0.6 -0.3
H -16.480 -6.239 -7.262 -0.2 0.2 0.5
H -19.953 -11.131 1.622 0.5 -0.6 -0.6
H -14.446 -5.104 -0.733 0.1 -0.5 0.8
H -18.585 -0.963 -1.980 -0.4 0.9 1.1
H -18.805 -13.155 -2.072 -0.1 0.0 0.0
H -18.926 -12.953 -4.247 0.2 -0.9 -0.1
H -13.503 -5.009 -4.277 2.0 -0.4 -0.4
H -18.129 -3.232 -5.849 0.9 -0.4 0.1
H -20.087 -5.101 -5.118 0.0 0.4 0.8
H -13.987 -7.443 -3.277 -1.0 0.6 0.3
H -13.765 -3.953 -1.816 -0.4 0.0 -0.3
H -17.517 -7.446 -6.600 -0.6 0.2 -0.6
H -18.781 -1.456 -3.559 -0.7 0.1 -1.5
H -18.977 -16.968 0.897 0.3 0.9 -0.1
H -20.123 -4.910 -6.845 0.2 -0.7 0.4
H -17.339 -1.828 -2.726 0.8 -0.4 0.0
H -20.893 -2.435 -1.103 0.5 0.0 -1.4
H -22.642 -6.484 -1.039 0.2 -0.1 0.2
H -23.574 -6.383 1.387 -0.7 0.8 0.2
```
Positions in Å, forces in eV/Å.